[1]
The ion C37H70FN2O2S with charge +1 in a non-equilibrium geometry, computed with the ωB97M-V functional and the def2-TZVPD basis.

Geometry (Å):
C 7.574824 -0.413745 2.353068
C 8.307378 -0.451095 0.983115
C 8.395955 0.909385 0.280262
C 7.057185 1.631119 0.094038
C 6.142386 0.942045 -0.937256
C 4.655655 1.241901 -0.740349
C 4.234253 2.618339 -1.274737
C 2.722295 2.871339 -1.133578
C 2.355337 4.315353 -0.759922
C 0.903930 4.654161 -1.153860
C 0.256765 5.784035 -0.336510
C -1.207347 5.487424 0.033162
C -1.313948 4.662199 1.305519
C -2.736852 4.212311 1.670622
C -2.738234 3.019999 2.638464
C -4.006296 2.164898 2.628680
C -3.781457 0.764343 3.233929
C -3.992865 -0.406389 2.242206
C -3.016596 -1.532544 2.572112
C -3.202752 -2.860190 1.855214
C -3.041774 -2.938701 0.316520
C -4.104116 -2.095220 -0.448524
O -4.566972 -2.766376 -1.600782
C -4.576379 -2.001708 -2.817149
C -5.630446 -2.585876 -3.743216
N -3.486129 -4.335934 0.023444
C -2.623920 -5.144667 -0.462055
S -3.035770 -6.819235 -0.775975
C -1.310459 -4.451389 -0.655850
C -0.179396 -5.257883 0.014294
F -0.241421 -5.123920 1.397643
C 1.215810 -4.943014 -0.565692
C 2.340675 -4.936785 0.476593
C -1.542012 -2.948272 -0.247945
C -0.498324 -2.411528 0.734090
C -0.161927 -0.884995 0.787981
C -1.245550 0.174104 0.461095
C -0.917063 1.024801 -0.789016
C -2.142613 1.530192 -1.581976
C -1.904203 1.568993 -3.108623
N -1.620979 -2.214516 -1.543358
C -0.585471 -1.981541 -2.157497
O 0.349172 -1.778650 -2.806000
H 8.183088 -0.894337 3.121440
H 7.396583 0.610919 2.681617
H 6.627060 -0.953166 2.295860
H 9.309624 -0.851939 1.155238
H 7.795200 -1.177914 0.345783
H 9.089795 1.542100 0.845835
H 8.857340 0.754897 -0.702902
H 7.282845 2.644456 -0.255649
H 6.522544 1.727633 1.042687
H 6.290091 -0.140364 -0.829851
H 6.474701 1.185938 -1.951541
H 4.073798 0.480967 -1.278508
H 4.398385 1.149657 0.321413
H 4.825352 3.392731 -0.775020
H 4.512676 2.629754 -2.334937
H 2.330859 2.177789 -0.377784
H 2.236032 2.598938 -2.078735
H 2.428705 4.398687 0.331087
H 3.068048 5.006370 -1.218176
H 0.326707 3.725953 -1.024005
H 0.893800 4.874060 -2.226063
H 0.253092 6.693593 -0.946629
H 0.841773 5.974203 0.566950
H -1.707954 6.452297 0.178333
H -1.699118 5.014308 -0.824192
H -0.975551 5.312160 2.123286
H -0.621055 3.811311 1.302435
H -3.349399 4.015216 0.783384
H -3.204208 5.072134 2.166003
H -2.630973 3.425329 3.651492
H -1.833742 2.429724 2.447402
H -4.439387 2.116072 1.623963
H -4.742400 2.690388 3.245409
H -2.781255 0.718160 3.671641
H -4.540448 0.638259 4.010568
H -3.880377 -0.030088 1.221090
H -5.011492 -0.772133 2.406301
H -1.981441 -1.174518 2.523600
H -3.177039 -1.768257 3.632905
H -4.211198 -3.234384 2.069735
H -2.505988 -3.602033 2.265618
H -3.758591 -1.081948 -0.647685
H -4.951594 -2.006799 0.247869
H -4.812282 -0.955438 -2.608897
H -3.594125 -2.095798 -3.290077
H -5.562639 -2.081563 -4.711290
H -5.460097 -3.651681 -3.912655
H -6.632783 -2.431342 -3.341296
H -4.428048 -4.660161 0.228049
H -3.011792 -6.780808 -2.119484
H -1.103439 -4.595359 -1.725995
H -0.375947 -6.314277 -0.203400
H 1.443887 -5.668038 -1.351044
H 1.210041 -3.965927 -1.065678
H 3.220550 -4.456740 0.039159
H 2.082625 -4.381293 1.376181
H 2.645700 -5.956510 0.722010
H 0.443197 -2.906845 0.488153
H -0.733604 -2.749524 1.743544
H 0.694992 -0.697979 0.133008
H 0.208227 -0.703182 1.800368
H -1.304040 0.861635 1.312801
H -2.231447 -0.290791 0.396385
H -0.202368 0.515029 -1.439798
H -0.384526 1.911555 -0.424579
H -2.376032 2.530969 -1.207788
H -3.020746 0.912449 -1.378470
H -1.063230 0.932407 -3.399119
H -1.689822 2.582656 -3.447418
H -2.776548 1.179624 -3.638354

Cartesian forces (eV/Å) of the 6 atoms listed first:
C 0.35 -0.10 -0.32
C -0.32 -0.09 0.46
C 0.10 -0.22 0.09
C 0.12 0.12 -0.57
C 0.19 -0.39 0.60
C 0.01 0.11 -0.52

## Properties
net charge = +1
electronic energy = -60125.8594 eV
Kohn-Sham gap = 8.09 eV
molar mass = 626.04 g/mol
HOMO energy = -0.4383 Ha

=====

[2]
The molecule C24H29N5O2 in a non-equilibrium geometry, computed with the ωB97M-V functional and the def2-TZVPD basis.

Geometry (Å):
C -0.334491 -2.711417 2.048324
C -0.257783 -2.067122 0.702360
N -1.340637 -2.039266 -0.001115
N -1.398027 -1.477412 -1.217833
C -2.713553 -1.492469 -1.843248
C -3.287123 -2.906477 -1.891150
C -3.699904 -0.548247 -1.128982
O -4.410896 0.213527 -1.747045
N -3.737304 -0.710971 0.205751
C -4.454788 0.189480 1.074324
C -3.495606 1.072736 1.885467
C -2.513168 1.802850 0.998673
C -2.911099 2.627977 0.040994
C -1.993265 3.321063 -0.914947
C -0.596092 2.709428 -0.901891
C -0.140753 2.502127 0.537281
C -1.057848 1.505495 1.240012
C -0.342791 -0.885872 -1.902969
O -0.481998 -0.435705 -3.021425
C 0.875857 -0.886258 -1.109906
N 2.040354 -0.352521 -1.430587
N 2.846246 -0.586004 -0.397243
C 4.165360 -0.101244 -0.463799
C 5.242587 -0.859639 -0.022282
C 6.522204 -0.340422 -0.112952
C 6.730771 0.918211 -0.650748
C 5.655952 1.658723 -1.116394
C 4.373102 1.153643 -1.026004
C 2.237128 -1.251123 0.618434
C 2.884428 -1.557286 1.918641
C 0.933148 -1.473071 0.185907
H 0.452526 -3.454442 2.158705
H -0.214567 -1.964209 2.832645
H -1.301790 -3.191761 2.166348
H -2.570644 -1.104257 -2.856717
H -4.268834 -2.880210 -2.355534
H -3.378584 -3.312690 -0.886828
H -2.637823 -3.554109 -2.476357
H -3.041630 -1.322917 0.618905
H -5.090156 -0.389878 1.753301
H -5.087560 0.802146 0.429975
H -4.091476 1.786264 2.459621
H -2.949604 0.444854 2.594133
H -3.964093 2.830483 -0.095720
H -2.418603 3.258773 -1.918863
H -1.940373 4.383464 -0.649960
H -0.613689 1.751550 -1.423226
H 0.102833 3.360303 -1.430472
H -0.174539 3.458174 1.065009
H 0.890103 2.139028 0.564048
H -0.858941 1.513198 2.317030
H -0.841147 0.494220 0.882597
H 5.089749 -1.856002 0.361403
H 7.360019 -0.928477 0.230325
H 7.731768 1.316332 -0.717688
H 5.817327 2.633430 -1.550599
H 3.522899 1.706821 -1.392607
H 2.154805 -1.475926 2.720618
H 3.699934 -0.863669 2.113841
H 3.282091 -2.573203 1.930443

Cartesian forces (eV/Å) of the 6 atoms listed first:
C -0.03 0.06 -0.07
C -0.34 -0.08 -0.06
N 0.26 -0.60 0.88
N 0.40 0.29 -0.36
C -0.46 0.02 -0.35
C 0.12 0.13 0.00

## Properties
electronic energy = -36904.7582 eV
Kohn-Sham gap = 8.69 eV
molar mass = 419.53 g/mol
energy above the lowest of the compared OMol25 structures with the same formula, charge and spin = 56.0 kcal per mole
HOMO energy = -0.3110 Ha

=====

[3]
A cluster of 4 separate species, C43H59BClF2N4O15Si in total in a non-equilibrium geometry, computed with the ωB97M-V functional and the def2-TZVPD basis.

Geometry (Å):
C 5.608399 -0.203908 -0.312923
C 5.856645 1.281454 -0.872182
O 4.908411 2.198078 -0.212252
C 3.924820 2.492681 -1.226060
C 2.646061 3.317930 -0.647044
C 1.584496 3.355418 -1.852152
C 0.105904 3.829275 -1.395243
C -0.920904 4.093718 -2.575466
N -1.857832 3.023859 -2.963123
C -1.402877 1.655968 -2.841615
N -2.012597 0.655428 -1.969336
B -3.355530 0.222773 -2.523174
O -3.785329 -1.171548 -2.501798
N -4.290352 1.203915 -3.171531
C -5.019080 0.414808 -4.246741
C -5.309363 1.729560 -2.211737
C -2.058056 0.999521 -0.547015
F -2.531420 2.299921 -0.219214
F -3.048392 0.102593 0.028132
C -0.679538 0.598309 0.220370
C -0.799125 -0.909979 0.763962
Si 0.896581 -1.662317 1.312562
C 2.069106 -0.156423 1.633136
C 0.806255 -2.681720 2.926377
C 1.577740 -2.634302 -0.205224
C 0.667125 -3.235035 -1.321497
C 1.283885 -3.978289 -2.556602
C 2.819550 -4.086175 -2.636203
C 3.725747 -3.521008 -1.516968
C 3.126312 -2.788602 -0.296106
N -0.426956 1.159649 -3.629720
Cl 0.028561 -0.517512 -3.472042
C 0.305100 1.921710 -4.676221
C 0.569718 1.062107 -6.033352
C -0.773539 0.668019 -6.805925
O -0.383935 -0.098014 -7.965979
C -1.344414 -1.127553 -8.304226
H 5.828673 -1.032247 -1.068687
H 4.516762 -0.265301 0.013822
H 6.248311 -0.322423 0.630634
H 6.935782 1.642309 -0.803636
H 5.613131 1.238143 -2.002470
H 3.486374 1.494344 -1.617542
H 4.346510 3.021421 -2.157050
H 3.026822 4.372713 -0.439809
H 2.282005 2.770149 0.282894
H 1.931417 4.008061 -2.736395
H 1.462568 2.257573 -2.196096
H 0.274209 4.844773 -0.866883
H -0.222216 3.111285 -0.577095
H -1.543207 5.024371 -2.290294
H -0.305778 4.433383 -3.499213
H -2.315584 3.181205 -3.882868
H -4.528813 -1.231887 -1.860956
H -4.307238 -0.207853 -4.886692
H -5.859569 -0.214487 -3.767429
H -5.510096 1.178953 -4.959748
H -5.908039 2.556201 -2.753951
H -4.827489 2.220320 -1.300912
H -6.074667 0.920099 -1.898322
H 0.247927 0.798508 -0.409445
H -0.638429 1.267523 1.161562
H -1.230059 -1.629078 -0.011965
H -1.473241 -0.961859 1.701355
H 3.077203 -0.566676 1.982537
H 1.643607 0.536602 2.447348
H 2.239253 0.445324 0.669391
H 0.059509 -2.200485 3.663946
H 0.527591 -3.770044 2.727351
H 1.852669 -2.627511 3.414528
H -0.468193 -3.166268 -1.293337
H 0.564799 -4.398354 -3.341808
H 3.310806 -4.610614 -3.514803
H 4.861126 -3.628386 -1.567252
H 3.761891 -2.346874 0.541353
H -0.307138 2.844096 -5.000094
H 1.327428 2.315724 -4.368668
H 1.282164 0.185479 -5.867855
H 1.137788 1.794140 -6.725049
H -1.265623 1.636344 -7.211808
H -1.563989 0.173688 -6.145939
H -0.731796 -2.053700 -8.627600
H -2.006133 -1.472157 -7.443523
H -1.932104 -0.820060 -9.245772
C -2.214868 -3.282793 5.933251
C -3.286543 -3.367182 6.724485
C -3.277449 -4.203990 7.958777
O -4.267860 -4.241975 8.666815
C -2.059455 -4.959632 8.268070
C -0.988709 -4.877872 7.474737
C -0.988823 -4.019721 6.255690
O 0.013550 -3.954883 5.563960
O 0.147313 -5.575201 7.747778
O -4.431760 -2.691590 6.437312
H -2.208056 -2.677689 5.036473
H -2.071744 -5.576623 9.156487
H 0.772533 -5.346835 7.030781
H -5.053021 -2.915657 7.157984
C 3.882145 -5.603926 11.187177
C 3.421149 -4.971104 10.106409
C 3.676227 -5.491942 8.732821
O 3.222894 -4.896780 7.768755
C 4.476615 -6.712374 8.597737
C 4.940851 -7.343822 9.678558
C 4.662620 -6.838102 11.053137
O 5.086984 -7.450452 12.016871
O 5.686781 -8.475394 9.568943
O 2.697351 -3.823355 10.214200
H 3.702218 -5.237799 12.189160
H 4.669348 -7.069879 7.595178
H 5.897604 -8.737470 10.486688
H 2.481724 -3.565632 9.297063
C -2.670155 9.098962 -4.773745
C -3.980062 9.339257 -4.670756
C -4.969427 8.226705 -4.588652
O -6.153931 8.480655 -4.476489
C -4.463012 6.850088 -4.652470
C -3.155617 6.613206 -4.758792
C -2.165136 7.724225 -4.813140
O -0.975232 7.464602 -4.891765
O -2.667137 5.340014 -4.822000
O -4.463933 10.608454 -4.635524
H -1.941389 9.896370 -4.831868
H -5.191711 6.051529 -4.609850
H -1.697267 5.439237 -4.894761
H -5.433716 10.515594 -4.557106

Cartesian forces (eV/Å) of the 6 atoms listed first:
C 0.28 0.76 0.70
C -0.28 -1.19 -0.95
O 0.28 -0.25 -2.31
C -1.88 -0.19 0.05
C 1.39 -0.13 -1.42
C -0.90 -0.73 0.42

## Properties
net charge = +1
electronic energy = -108717.3436 eV
Kohn-Sham gap = 6.71 eV
molar mass = 984.30 g/mol
HOMO energy = -0.3998 Ha

=====

The highest molar mass belongs to which entry?
C43H59BClF2N4O15Si

=====

Among the records above, which one has the lowest Kohn-Sham gap?
C43H59BClF2N4O15Si